H4NO3PS | ωB97M-V/def2-TZVPD

Kohn-Sham gap   9.610 eV
SMILES   OOOPNS
HOMO   -8.98 eV

Each line ends with the natural charge from an NBO analysis.
Atoms and positions in Å:
O1 0.301440 -2.168895 1.303737  -0.4085
O2 0.183684 -1.373140 0.174633  -0.0425
O3 -1.056586 -0.641328 0.093567  -0.5315
P1 -0.902906 0.936279 0.610878  1.0377
N1 0.045118 1.345277 -0.752439  -1.0686
S1 1.800114 1.233038 -0.527677  0.1554
H1 -0.150371 -2.954540 1.117686  0.4570
H2 -1.973333 1.432842 -0.054661  -0.0924
H3 -0.186898 2.188477 -1.239072  0.3958
H4 1.939738 0.001990 -0.726652  0.0976

Cartesian forces (eV/Å) of the 6 atoms listed first:
O 0.9 2.5 1.4
O 0.1 0.4 -0.7
O -1.2 -1.8 0.4
P 2.3 -0.2 0.5
N 1.9 0.3 0.5
S -1.1 3.3 0.4



H4NPS | ωB97M-V/def2-TZVPD

Kohn-Sham gap (spin up / spin down)   7.431 / 7.422 eV
SMILES   N=S.P
HOMO (spin up / spin down)   -8.77 / -8.74 eV

Each line ends with the natural charge from an NBO analysis.
Atoms and positions in Å:
N1 -0.060665 0.767120 -1.897213  -0.7693
S1 -0.568553 -0.515122 -2.607819  0.4121
H1 -0.536852 1.675713 -1.984037  0.3597
P1 -0.113749 -0.741581 1.519262  0.0190
H2 0.747389 0.185407 2.094005  -0.0075
H3 -0.629486 -0.066355 0.461839  -0.0099
H4 0.824238 -1.014904 0.569265  -0.0042

Cartesian forces (eV/Å) of the 6 atoms listed first:
N 0.5 -0.2 0.3
S -0.2 0.8 0.1
H -0.3 -0.6 -0.4
P -0.3 -1.4 1.1
H 0.0 0.8 0.0
H -0.9 1.5 -0.4



H4NPSi | ωB97M-V/def2-TZVPD

Kohn-Sham gap (spin up / spin down)   9.385 / 6.323 eV
HOMO (spin up / spin down)   -9.95 / -7.11 eV

Each line ends with the natural charge from an NBO analysis.
Atoms and positions in Å:
N1 -0.552540 -0.385734 0.516133  -1.3742
Si1 1.160912 -0.282542 0.184411  1.0862
P1 -1.987825 0.000234 0.370691  0.9432
H1 1.541164 -1.609432 -0.126837  -0.1842
H2 1.297790 0.615359 -0.956054  -0.1756
H3 2.023561 0.080278 1.468148  -0.1510
H4 -3.483064 1.581835 -1.456492  -0.1444

Cartesian forces (eV/Å) of the 6 atoms listed first:
N 1.7 0.1 0.3
Si -0.1 0.7 1.6
P -1.7 0.4 -0.2
H 0.4 -1.1 -0.5
H 0.4 0.3 -0.1
H -1.1 -0.1 -1.3



H4NS | ωB97M-V/def2-TZVPD

Kohn-Sham gap   6.802 eV
Total charge   -1
HOMO   -2.47 eV

Each line ends with the natural charge from an NBO analysis.
Atoms and positions in Å:
N1 0.739298 0.293698 1.464612  -1.0735
H1 -0.101538 -0.282772 1.417237  0.3558
H2 0.503007 1.010878 0.777915  0.3599
H3 1.399276 -0.278502 0.936431  0.3558
S1 -1.012464 -0.663610 -2.839883  -1.0704
H4 -1.527578 -0.079693 -1.756313  0.0725

Cartesian forces, eV/Å:
N -0.3 -0.2 -0.6
H 0.0 0.0 0.2
H 0.1 0.1 0.1
H 0.1 0.1 0.2
S 0.2 -0.1 -0.1
H -0.1 0.1 0.2



H4NS | ωB97M-V/def2-TZVPD

Kohn-Sham gap   7.424 eV
Total charge   -1
HOMO   -2.54 eV

Each line ends with the natural charge from an NBO analysis.
Atoms and positions in Å:
N1 -1.354058 0.623702 -0.169655  -1.0926
H1 -1.044981 0.066654 0.623940  0.3805
H2 -0.990873 1.552456 0.014150  0.3428
H3 -0.775925 0.273124 -0.925757  0.3654
S1 1.971078 -0.843551 0.742510  -1.0778
H4 2.194758 -1.672385 -0.285188  0.0816

Cartesian forces, eV/Å:
N -0.3 0.0 0.0
H 0.1 0.0 -0.1
H 0.1 0.0 0.0
H 0.1 0.0 0.0
S -0.1 0.1 0.1
H 0.0 -0.1 -0.1



H4O2 | ωB97M-V/def2-TZVPD

Kohn-Sham gap   12.292 eV
SMILES   O.O
HOMO   -11.50 eV

Each line ends with the natural charge from an NBO analysis.
Atoms and positions in Å:
O1 5.174258 -2.417389 -0.989400  -0.9451
H1 5.700238 -3.199409 -0.706490  0.4755
H2 5.806248 -1.866629 -1.504690  0.4694
O2 4.840338 -5.904298 0.613450  -0.9443
H3 4.168908 -5.643338 -0.056880  0.4738
H4 5.235998 -6.732518 0.258810  0.4707

Cartesian forces, eV/Å:
O 1.2 -0.2 -0.3
H -0.5 0.8 -0.2
H -0.7 -0.6 0.6
O -0.2 -0.5 -1.1
H 0.7 -0.3 0.7
H -0.5 0.9 0.4



H4O2 | ωB97M-V/def2-TZVPD

Kohn-Sham gap   11.619 eV
SMILES   O.O
HOMO   -11.03 eV

Each line ends with the natural charge from an NBO analysis.
Atoms and positions in Å:
O1 -1.908930 -0.074623 -0.088801  -0.9585
H1 -1.167302 -0.700520 -0.318261  0.4835
H2 -1.527106 0.812542 0.076167  0.4748
O2 1.235267 -0.078678 -0.194699  -0.9386
H3 1.496905 -0.632716 0.541946  0.4671
H4 1.871166 0.673996 -0.016352  0.4716

Cartesian forces, eV/Å:
O 0.9 -0.4 -0.2
H -1.0 1.5 0.4
H 0.0 -1.1 -0.3
O 1.5 1.5 0.6
H -0.2 -0.6 0.2
H -1.2 -0.9 -0.7



H4O2 | ωB97M-V/def2-TZVPD

Kohn-Sham gap   11.341 eV
SMILES   O.O
HOMO   -10.74 eV

Each line ends with the natural charge from an NBO analysis.
Atoms and positions in Å:
O1 -1.100215 -0.089144 -0.114148  -0.9615
H1 -1.588784 -0.874055 0.171551  0.4866
H2 -1.547998 0.714703 0.223752  0.4883
O2 1.689018 -0.194098 -0.020232  -0.9606
H3 0.753743 -0.339281 -0.155616  0.4878
H4 1.794236 0.781874 -0.105308  0.4593

Cartesian forces, eV/Å:
O -0.5 0.4 0.1
H -0.1 0.5 0.0
H 0.3 -1.0 -0.2
O 0.9 1.2 0.0
H -0.6 0.1 0.0
H -0.1 -1.2 0.1



> What is the formula in the seventh record?

H4O2